The following is a quantum chemistry calculation of a 2-piece molecular cluster, C9H20FNO7S2 overall in a non-equilibrium geometry, from OMol25.

XYZ file:
```
40
Properties=species:S:1:pos:R:3:forces:R:3:nbo_charge:R:1
C 3.127 1.119 1.110 -0.23 0.48 0.71 -0.408
N 1.686 0.805 1.116 -0.88 -0.05 -0.72 -0.704
C 1.342 -0.519 0.544 0.45 -0.67 0.62 0.066
O 2.279 -0.980 -0.377 -0.07 -0.05 -0.36 -0.531
C 2.025 -0.569 -1.708 -0.18 0.03 0.09 0.233
O 2.649 -1.449 -2.573 0.11 -0.08 -0.19 -0.520
C 3.514 -0.823 -3.513 -0.31 -0.05 0.21 -0.076
C 2.765 0.060 -4.487 -0.10 0.59 0.37 -0.091
O 3.610 0.422 -5.565 0.02 0.18 -0.13 -0.718
S 0.794 2.034 0.520 1.52 0.66 -1.35 2.563
O 0.325 1.820 -0.796 -0.95 -1.03 -0.52 -0.936
O 1.512 3.229 0.700 0.71 1.18 1.01 -0.941
F -0.434 2.129 1.428 -0.69 -0.54 0.75 -0.465
H 3.453 1.552 0.176 0.21 -0.20 -0.36 0.200
H 3.679 0.235 1.374 0.08 -0.44 -0.15 0.225
H 3.308 1.855 1.876 0.07 0.26 0.25 0.221
H 1.367 -1.224 1.363 0.12 -0.15 0.29 0.194
H 0.335 -0.540 0.161 -0.27 0.34 -0.20 0.225
H 2.370 0.454 -1.831 0.29 0.29 -0.17 0.136
H 0.956 -0.574 -1.902 -0.35 -0.06 0.15 0.156
H 4.239 -0.232 -2.961 0.42 0.10 -0.07 0.166
H 3.999 -1.610 -4.069 0.28 -0.29 -0.03 0.200
H 1.842 -0.415 -4.809 -0.02 -0.31 -0.29 0.169
H 2.474 0.967 -3.966 -0.26 0.20 0.18 0.158
H 3.535 1.378 -5.677 0.12 -0.38 -0.12 0.474
O -1.684 -0.610 0.980 0.01 -0.10 0.04 -0.964
S -2.380 -1.059 2.163 -0.22 0.03 0.22 2.175
O -1.719 -1.874 3.148 0.21 0.00 -0.14 -0.936
C -3.123 0.360 2.957 -0.24 0.24 0.00 -0.675
C -4.497 0.479 2.305 0.01 -0.10 -0.08 -0.407
C -5.044 -0.953 2.213 0.05 0.05 0.04 -0.401
C -3.919 -1.838 1.661 -0.38 -0.02 -0.03 -0.677
H -2.491 1.231 2.807 0.12 -0.08 -0.02 0.261
H -3.205 0.134 4.019 0.05 -0.05 0.01 0.241
H -5.155 1.128 2.879 0.00 0.01 0.01 0.228
H -4.398 0.902 1.303 0.02 0.03 0.01 0.218
H -5.330 -1.298 3.208 0.02 0.00 0.01 0.210
H -5.929 -1.007 1.582 0.00 -0.02 -0.01 0.227
H -3.948 -2.846 2.066 0.14 -0.03 -0.02 0.255
H -3.931 -1.876 0.574 0.11 0.04 -0.01 0.249
```
Positions in Å, forces in eV/Å.

Computed properties:
- electronic energy (Ha) = -1832.53518
- multiplicity = 1
- max |F| (Eh/bohr) = 0.0416
- E_HOMO (eV) = -9.905
- gap between HOMO and LUMO (eV) = 10.43

---

The following is a quantum chemistry calculation of one molecule with the formula C9H20N2O4Si in a non-equilibrium geometry, from OMol25.

XYZ file:
```
36
Properties=species:S:1:pos:R:3:forces:R:3:nbo_charge:R:1
C 0.251 -3.901 0.152 0.81 -0.14 -0.49 -0.604
C -0.977 -3.060 -0.144 0.20 0.14 0.44 -0.391
C -0.805 -1.627 0.404 -0.16 -0.58 0.20 -0.403
C -0.130 -0.681 -0.581 -0.30 0.49 0.25 -0.883
Si -0.037 1.040 0.162 0.85 -0.07 -1.66 1.604
C 0.563 2.201 -1.212 -0.52 0.82 2.17 -1.108
C -1.616 1.808 0.867 0.64 -1.21 1.07 -0.508
O -2.395 2.739 0.160 -0.73 1.18 -1.85 -0.517
C -2.719 2.340 -1.116 0.61 0.03 0.03 0.890
N -3.320 3.285 -1.910 0.21 -0.22 0.97 -0.839
O -2.426 1.234 -1.497 -0.26 -0.35 -0.30 -0.652
C 1.204 0.942 1.632 -1.76 -0.67 0.80 -0.509
O 2.586 0.879 1.373 2.51 -0.69 -1.21 -0.521
C 3.088 -0.388 1.116 -1.41 -1.96 -0.36 0.885
N 4.340 -0.488 0.532 -1.20 1.42 0.92 -0.836
O 2.430 -1.421 1.322 1.17 2.07 -0.04 -0.660
H 1.178 -3.431 -0.232 -0.45 -0.24 0.10 0.207
H 0.160 -4.902 -0.284 0.08 0.13 -0.02 0.200
H 0.408 -4.035 1.222 -0.11 0.10 0.11 0.203
H -1.806 -3.564 0.361 -0.23 0.19 -0.25 0.194
H -1.165 -3.022 -1.228 -0.11 -0.04 0.33 0.196
H -0.251 -1.687 1.368 -0.13 0.07 -0.60 0.207
H -1.784 -1.220 0.663 -0.17 0.00 -0.09 0.193
H 0.883 -1.015 -0.837 -0.16 0.03 0.00 0.234
H -0.731 -0.561 -1.499 0.25 -0.30 0.27 0.246
H 1.610 1.972 -1.320 0.49 0.34 -0.46 0.235
H 0.369 3.254 -0.845 0.55 -0.94 -0.65 0.229
H -0.026 2.003 -2.080 -0.13 -0.09 -0.71 0.245
H -1.227 2.302 1.761 -0.58 0.30 0.09 0.207
H -2.248 0.979 1.172 -0.23 -0.09 0.36 0.206
H -3.390 4.223 -1.577 -0.07 0.27 0.08 0.402
H -3.509 3.097 -2.885 0.20 -0.22 0.46 0.415
H 1.009 0.033 2.217 -0.56 0.17 -0.09 0.229
H 0.933 1.770 2.297 0.89 0.13 0.01 0.199
H 4.853 0.283 0.177 0.04 0.75 0.01 0.397
H 4.699 -1.378 0.288 -0.23 -0.79 0.09 0.409
```
Positions in Å, forces in eV/Å.

Computed properties:
- electronic energy (Ha) = -1054.95056
- multiplicity = 1
- max |F| (Eh/bohr) = 0.0558
- E_HOMO (eV) = -9.353
- gap between HOMO and LUMO (eV) = 10.03

---

The following is a quantum chemistry calculation of an isolated ion of composition C9H20N2OS and charge +2 in a non-equilibrium geometry, from OMol25.

XYZ file:
```
33
Properties=species:S:1:pos:R:3:forces:R:3:nbo_charge:R:1
C 1.208 0.831 -0.184 -1.46 0.68 3.06 -0.230
C 1.560 -1.455 -0.428 -1.76 0.25 -0.95 -0.213
C -1.290 1.022 -0.456 -0.37 2.24 -0.27 -0.591
C -1.089 -1.849 -0.823 -0.26 -0.94 -2.23 -0.075
C -0.188 0.213 0.202 0.99 -0.91 2.01 -0.247
C 0.042 -1.315 -0.022 1.03 0.42 1.71 -0.267
C 4.362 0.995 0.762 0.57 0.63 -0.19 -0.678
C -5.194 0.374 0.850 0.79 -2.84 2.39 -0.441
C 3.693 0.160 -0.314 -0.79 -2.92 1.34 -0.170
N -4.182 0.862 -0.067 -1.20 1.34 -0.29 -0.840
N 2.216 -0.203 0.085 0.01 -0.39 0.12 -0.346
O -2.341 -1.343 -0.221 -2.04 0.74 0.68 -0.648
S -2.981 0.112 -0.792 4.73 -0.50 -2.39 1.413
H 1.198 1.000 -1.229 0.33 0.80 -0.93 0.229
H 1.357 1.674 0.535 0.34 -0.13 -1.39 0.261
H 1.986 -2.291 0.080 0.52 -0.70 -0.26 0.252
H 1.543 -1.492 -1.521 1.00 -0.06 0.11 0.235
H -1.319 2.000 0.195 -0.81 -1.78 -1.37 0.292
H -1.060 1.372 -1.524 -0.16 -0.62 1.43 0.252
H -0.942 -1.553 -1.898 -0.63 0.10 0.76 0.208
H -1.251 -2.962 -0.887 0.19 1.14 0.54 0.269
H -0.358 0.175 1.350 0.30 1.09 -1.88 0.251
H 0.052 -1.741 0.991 -0.61 -0.17 -0.33 0.233
H 5.447 0.876 0.673 -0.15 -0.29 0.07 0.282
H 4.245 2.082 0.615 -0.43 -0.45 0.01 0.251
H 4.096 0.753 1.799 -0.02 -0.19 -0.29 0.233
H -5.849 1.145 1.125 -0.66 1.17 0.27 0.255
H -5.786 -0.552 0.676 0.31 0.78 -1.43 0.240
H -4.669 -0.013 1.752 -0.16 0.92 -0.15 0.223
H 4.114 -0.894 -0.485 -0.10 1.81 0.18 0.240
H 3.512 0.663 -1.198 0.43 0.95 -2.06 0.219
H -4.470 1.688 -0.720 0.50 -2.18 1.09 0.478
H 2.338 -0.333 1.079 -0.44 0.01 0.64 0.430
```
Positions in Å, forces in eV/Å.

Computed properties:
- charge = +2
- electronic energy (Ha) = -937.10855
- multiplicity = 1
- max |F| (Eh/bohr) = 0.1036
- E_HOMO (eV) = -16.411
- gap between HOMO and LUMO (eV) = 8.85

---

The following is a quantum chemistry calculation of a 2-piece molecular cluster, C9H20N3O3S overall in a non-equilibrium geometry, from OMol25.

XYZ file:
```
36
Properties=species:S:1:pos:R:3:forces:R:3:nbo_charge:R:1
C -0.143 -1.424 -0.021 1.32 -0.66 1.91 -0.305
C 0.619 -1.775 1.211 -1.89 -0.70 -2.90 -0.089
N 1.348 -0.813 2.124 1.94 -3.09 2.80 -0.472
C 0.421 -0.081 3.071 -1.61 1.65 2.03 -0.258
C 1.065 0.087 4.605 -0.75 -0.45 0.30 -0.462
C 1.023 -1.418 5.265 -0.97 1.34 0.54 -0.229
N 1.479 -2.401 4.210 0.75 0.37 -2.74 -0.719
C 2.188 -1.720 3.047 -1.98 0.55 0.23 0.907
N 3.520 -1.989 2.856 -0.54 -0.78 -0.77 -0.886
H -1.288 -1.757 -0.076 3.07 -0.27 -0.28 0.260
H 0.297 -0.897 -0.977 -1.17 0.09 2.64 0.250
H 0.694 -2.939 1.464 -1.12 2.78 0.18 0.206
H 0.219 1.037 2.713 0.35 -2.72 0.28 0.264
H -0.603 -0.669 3.248 2.14 1.36 -0.74 0.220
H 2.119 0.595 4.606 -1.83 -1.15 -0.10 0.234
H 0.362 0.773 5.281 1.47 -1.37 -1.81 0.270
H -0.120 -1.657 5.494 2.53 0.46 -0.46 0.229
H 1.624 -1.523 6.263 -0.99 0.19 -2.07 0.239
H 0.680 -2.998 3.859 0.92 1.30 0.27 0.409
H 4.322 -1.351 3.049 -1.36 -0.20 -1.09 0.470
H 3.771 -2.938 2.444 -0.34 1.31 1.70 0.460
O -1.060 -0.252 -3.648 -0.24 0.88 0.45 -0.932
S -0.995 1.172 -3.400 -0.15 0.74 -0.63 2.344
O -1.809 1.813 -2.388 0.55 -0.94 -0.68 -0.923
O -1.192 1.964 -4.810 1.05 -0.48 1.35 -0.707
C -2.359 1.705 -5.578 -1.27 -0.15 -0.59 -0.081
C -3.584 2.360 -4.966 -0.15 0.01 0.33 -0.642
C 0.697 1.626 -3.113 0.04 0.08 -0.23 -0.878
H -2.507 0.627 -5.705 0.15 0.09 0.12 0.195
H -2.189 2.126 -6.574 0.35 -0.05 0.28 0.203
H -3.828 1.913 -3.998 0.01 0.04 -0.15 0.222
H -4.454 2.243 -5.618 0.17 0.02 -0.02 0.223
H -3.406 3.426 -4.794 -0.03 -0.14 -0.12 0.220
H 1.323 1.179 -3.888 -0.15 0.07 0.08 0.258
H 0.986 1.243 -2.132 -0.18 0.03 -0.11 0.237
H 0.778 2.714 -3.124 -0.07 -0.17 -0.01 0.263
```
Positions in Å, forces in eV/Å.

Computed properties:
- charge = +1
- electronic energy (Ha) = -1142.54769
- multiplicity = 1
- max |F| (Eh/bohr) = 0.0895
- E_HOMO (eV) = -12.309
- gap between HOMO and LUMO (eV) = 6.13

---

The following is a quantum chemistry calculation of C9H20N3O4Pt as an isolated structure, from OMol25.

XYZ file:
```
37
Properties=species:S:1:pos:R:3:forces:R:3:nbo_charge:R:1
Pt 0.361 -0.952 0.980 -0.33 0.16 -0.79 1.242
N -1.821 -1.958 0.538 0.51 0.20 0.17 -0.813
C -2.266 -2.977 1.520 -0.07 -0.06 0.14 -0.218
C -2.149 -2.439 2.944 0.30 0.15 0.02 -0.524
C -0.675 -2.103 3.121 -0.53 -0.44 0.29 0.771
O 0.142 -2.963 3.350 0.09 0.26 -0.08 -0.570
O -0.389 -0.835 2.838 -0.02 0.21 0.44 -0.846
H -2.455 -1.166 0.548 -0.01 0.04 -0.04 0.388
H -1.832 -2.350 -0.396 0.04 0.04 -0.05 0.394
H -1.612 -3.843 1.419 -0.04 -0.02 -0.04 0.222
H -3.293 -3.287 1.316 0.02 0.02 -0.07 0.207
H -2.450 -3.197 3.663 -0.03 -0.06 -0.07 0.255
H -2.754 -1.541 3.069 -0.08 -0.05 0.03 0.216
C 1.836 1.268 -3.439 0.11 0.06 -0.10 -0.416
N 1.389 0.246 -2.502 -0.11 -0.08 0.07 -0.359
C 0.137 -0.416 -2.854 -0.03 -0.04 0.08 -0.421
C 2.033 -0.080 -1.397 -0.01 0.04 -0.14 0.739
C 3.325 0.600 -1.058 0.01 -0.01 0.11 -0.711
O 1.610 -1.015 -0.653 0.17 -0.06 -0.23 -0.762
H 0.959 1.739 -3.878 -0.01 0.01 0.02 0.223
H 2.427 0.825 -4.243 -0.02 -0.03 0.01 0.223
H 2.429 2.034 -2.952 -0.02 -0.03 0.03 0.222
H 0.122 -0.603 -3.926 0.00 0.01 0.00 0.222
H -0.705 0.222 -2.581 0.00 0.02 -0.03 0.217
H 0.059 -1.359 -2.324 0.05 -0.02 -0.03 0.232
H 4.108 0.298 -1.754 -0.02 0.02 -0.04 0.259
H 3.623 0.307 -0.055 -0.02 -0.04 -0.02 0.256
H 3.232 1.684 -1.100 0.01 0.00 0.01 0.240
C -0.531 3.516 0.401 0.05 -0.08 -0.02 -0.711
C -0.480 2.099 0.903 -0.26 0.27 0.37 0.702
N -0.793 1.886 2.179 0.06 -0.05 -0.32 -0.779
O -0.161 1.175 0.125 0.15 -0.49 0.18 -0.702
H -1.507 3.959 0.597 0.00 -0.01 0.01 0.249
H -0.332 3.528 -0.666 -0.01 0.02 -0.01 0.243
H 0.222 4.114 0.916 -0.01 0.00 0.00 0.252
H -1.035 2.640 2.798 0.01 0.11 -0.09 0.414
H -0.775 0.941 2.553 0.01 -0.11 0.18 0.446
```
Positions in Å, forces in eV/Å.

Computed properties:
- charge = +1
- electronic energy (Ha) = -939.24872
- multiplicity = 3
- max |F| (Eh/bohr) = 0.0170
- E_HOMO (spin up / spin down) (eV) = -12.016 / -12.430
- expectation value of S² = 2.006
- gap between HOMO and LUMO (spin up / spin down) (eV) = 9.59 / 7.74

---

The following is a quantum chemistry calculation of one molecule with the formula C9H20O5 in a non-equilibrium geometry, from OMol25.

XYZ file:
```
34
Properties=species:S:1:pos:R:3:forces:R:3:nbo_charge:R:1
O 2.468 -1.383 -2.285 1.59 -0.05 0.07 -0.710
C 1.294 -0.842 -2.768 -1.70 -2.28 0.27 -0.058
C 0.655 0.207 -1.903 -4.97 -2.49 -2.19 -0.415
C -0.121 -0.288 -0.688 1.65 -0.64 3.50 -0.199
C 0.605 -1.477 0.021 2.12 -1.50 -1.57 -0.426
C 0.197 -2.211 1.347 -1.19 -0.01 -1.40 -0.065
O 1.063 -3.343 1.569 -0.18 1.74 0.76 -0.726
C -0.532 0.770 0.403 0.27 0.69 -1.58 -0.147
C 0.682 1.481 1.062 -0.47 -1.22 -0.88 -0.062
O 0.342 2.207 2.180 -1.00 1.94 0.86 -0.728
C -1.595 0.251 1.339 -2.43 -3.31 -0.29 -0.070
O -2.248 1.150 2.201 1.24 1.02 1.36 -0.739
C -1.194 1.797 -0.419 -2.03 0.57 -1.13 -0.069
O -1.590 2.962 0.262 0.88 1.01 -0.93 -0.740
H 3.109 -0.699 -2.033 -0.37 -0.19 -0.21 0.465
H 1.292 -0.335 -3.688 1.28 0.39 -1.84 0.161
H 0.660 -1.786 -3.018 0.50 1.67 0.78 0.174
H 1.366 0.872 -1.652 2.33 2.84 0.62 0.200
H -0.127 0.573 -2.744 1.54 0.19 2.34 0.208
H -0.895 -0.899 -1.015 -2.58 0.09 -0.88 0.211
H 1.706 -1.254 0.165 -1.08 -0.29 -0.21 0.206
H 0.541 -2.216 -0.864 0.63 0.38 1.79 0.202
H -0.947 -2.442 1.350 2.02 -0.13 0.08 0.163
H 0.390 -1.490 2.138 0.08 -0.48 0.40 0.176
H 0.817 -4.139 1.126 -0.65 -0.42 -0.71 0.475
H 1.174 2.115 0.289 0.12 -0.62 0.53 0.167
H 1.271 0.756 1.548 1.62 -1.23 -0.47 0.185
H -0.177 2.944 1.824 -0.09 0.20 0.40 0.482
H -2.551 -0.107 0.735 2.27 0.31 0.52 0.184
H -1.276 -0.667 1.919 -0.36 1.38 -0.53 0.181
H -1.562 1.397 2.866 -0.79 0.04 -0.53 0.487
H -0.644 2.075 -1.273 1.35 0.91 -0.52 0.186
H -2.029 1.332 -0.963 -0.59 -0.07 0.46 0.155
H -2.145 2.687 0.969 -1.01 -0.45 1.10 0.487
```
Positions in Å, forces in eV/Å.

Computed properties:
- electronic energy (Ha) = -730.99124
- multiplicity = 1
- max |F| (Eh/bohr) = 0.1163
- E_HOMO (eV) = -9.844
- gap between HOMO and LUMO (eV) = 10.43

---

Number 1 is which compound? C9H20FNO7S2

---

The highest max |F| belongs to which entry? C9H20O5